[1]
This record from the Open Molecules 2025 dataset describes a molecular structure, C20H21N3O10STi at a distorted geometry. The level of theory is the ωB97M-V functional and the def2-TZVPD basis.

XYZ file:
```
56
Properties=species:S:1:pos:R:3:forces:R:3
Ti 0.371651 -0.335948 -0.281333 -1.464 1.300 -0.954
O 3.759554 -3.940729 3.231762 0.130 0.019 -0.013
C 3.020843 -3.055018 2.507762 0.082 -0.180 0.146
C 3.606520 -2.000389 1.817553 0.146 0.062 0.050
C 2.780089 -1.177538 1.091351 0.219 0.077 -0.144
N 1.472345 -1.385551 1.054441 0.574 -0.438 0.493
C 0.899683 -2.370189 1.730804 -0.220 -0.167 0.081
C 1.644462 -3.245911 2.484782 -0.131 -0.041 0.050
C -0.616170 -2.393665 1.515435 0.418 0.471 -0.391
O -1.323627 -3.166200 2.121089 -0.185 -0.127 0.103
O -0.964788 -1.491577 0.638278 -0.085 -0.716 0.646
C 3.205330 0.013019 0.231477 -0.567 -0.318 0.111
O 4.328255 0.463554 0.298798 0.177 0.094 -0.091
O 2.205070 0.432915 -0.483937 0.828 0.143 0.272
H 4.694989 -3.735441 3.116851 -0.081 -0.011 0.013
H 4.675096 -1.820168 1.816278 -0.017 -0.012 0.015
H 1.165722 -4.058300 3.013346 0.042 0.001 0.003
C -2.201118 -6.894099 0.575959 0.003 0.033 0.017
C -1.342163 -5.867774 -0.118195 -0.020 -0.043 -0.020
C -1.911612 -4.794625 -0.793330 -0.073 0.005 0.031
C -1.125488 -3.835897 -1.412244 0.064 -0.026 0.072
C 0.256795 -3.943461 -1.361257 -0.148 -0.317 0.133
C 0.847264 -5.011492 -0.693248 -0.146 0.064 0.018
C 0.046194 -5.962567 -0.080429 0.043 -0.023 0.049
S 1.290786 -2.764993 -2.182551 0.206 0.316 -0.164
O 2.537608 -2.797807 -1.451588 0.042 0.038 0.058
O 1.308037 -3.155806 -3.573404 0.035 -0.044 -0.103
N 0.598313 -1.346824 -1.999805 -0.521 -0.452 -0.950
C -0.281521 -0.876325 -3.108632 0.542 -0.324 0.339
C -1.343977 0.074297 -2.582917 0.303 0.205 0.747
O -2.286681 0.391949 -3.279872 -0.178 0.088 -0.093
O -1.095197 0.535812 -1.376861 -0.083 -0.017 -0.665
H -3.258782 -6.641360 0.495710 0.031 0.015 -0.013
H -1.955776 -6.956974 1.638659 0.017 0.028 -0.033
H -2.059983 -7.888863 0.145949 0.022 0.024 -0.008
H -2.990312 -4.683347 -0.803058 0.033 -0.004 -0.007
H -1.591585 -2.982192 -1.885602 0.017 -0.002 -0.024
H 1.926339 -5.070305 -0.638294 -0.008 0.011 -0.024
H 0.509742 -6.783167 0.459067 -0.011 0.016 -0.023
H -0.727442 -1.703012 -3.656459 -0.146 0.003 -0.005
H 0.296816 -0.308384 -3.841388 0.095 0.006 -0.044
C -0.704905 4.778398 0.510719 0.139 -0.133 -0.101
N -0.081904 3.461088 0.424660 0.006 0.553 -0.049
C 0.963855 3.344292 -0.588528 0.039 -0.099 0.154
C -0.531994 2.401919 1.092631 -0.458 -0.488 0.172
C -1.757851 2.490408 1.968279 -0.041 0.087 -0.111
O -0.027725 1.277285 0.994465 0.397 0.277 0.313
H 0.052713 5.521194 0.266842 0.006 0.013 -0.001
H -1.069066 4.992745 1.509725 0.014 -0.024 0.014
H -1.524722 4.883787 -0.202793 -0.032 -0.035 -0.017
H 1.745750 4.074687 -0.373711 -0.025 0.058 -0.052
H 0.533968 3.539806 -1.571129 0.026 -0.012 -0.054
H 1.417928 2.356773 -0.574691 -0.100 0.093 0.013
H -2.083744 3.483451 2.263060 0.062 -0.033 -0.007
H -1.587139 1.872015 2.845586 0.003 -0.006 -0.004
H -2.552661 2.020764 1.383393 -0.022 -0.006 0.050
```
Forces are in eV/Å.

Output
E_tot	-2939.40666	a.u.
LUMO energy (alpha / beta)	2.4 / 2.4	eV
multiplicity	2
⟨S²⟩	0.756
total charge	-1
orbital gap (alpha / beta)	6.383 / 8.162	eV
energy above the lowest of the compared OMol25 structures with the same formula, charge and spin	0.398	eV

These are the natural (NBO) partial charges, in e, on atoms 1 to 5: 1.547, -0.661, 0.340, -0.294, 0.158


[2]
This record from the Open Molecules 2025 dataset describes C20H21N3O4S in the gas phase at a distorted geometry. The level of theory is the ωB97M-V functional and the def2-TZVPD basis.

XYZ file:
```
49
Properties=species:S:1:pos:R:3:forces:R:3
C 1.856606 1.532349 1.036111 0.246 0.176 0.024
C 3.331034 1.362821 0.696054 -0.351 0.251 0.517
N 3.505164 0.410943 -0.386345 -0.312 -1.036 0.185
C 4.709175 0.545537 -1.185031 0.545 -0.255 -0.300
C 5.999767 0.343742 -0.396824 -0.240 0.075 -0.127
S 3.098881 -1.162681 0.027482 -0.405 0.070 -0.308
O 3.182692 -1.368292 1.447162 -0.151 0.239 0.004
O 3.808578 -2.065118 -0.831344 0.094 0.187 -0.245
C 1.369525 -1.243469 -0.451715 0.413 0.013 0.092
C 0.979142 -0.730085 -1.672814 -0.006 0.028 -0.109
C -0.344178 -0.863080 -2.059359 0.140 0.016 0.072
C -1.260213 -1.490866 -1.233004 0.061 -0.159 0.073
C -0.865884 -1.982616 0.009797 0.474 0.287 -0.533
N -1.751568 -2.611788 0.886303 0.182 -0.443 0.381
C -3.066002 -2.344662 1.155046 0.124 -0.101 -0.042
O -3.678324 -3.009668 1.958307 -0.213 -0.006 0.063
C -3.681305 -1.190239 0.423723 -0.727 0.011 -0.167
C -4.740588 -1.415942 -0.384806 0.388 -0.238 0.346
C -5.376342 -0.353453 -1.146700 0.071 0.335 -0.057
O -6.310386 -0.489651 -1.910036 -0.186 -0.166 -0.099
N -4.801780 0.891241 -0.961436 -0.255 0.172 -0.268
C -3.770163 1.180837 -0.114281 0.538 -0.153 0.480
C -3.304443 2.491408 0.023041 -0.014 -0.005 -0.007
C -2.278859 2.769997 0.896626 -0.094 -0.064 -0.067
C -1.706710 1.753769 1.658856 0.095 -0.063 0.106
C -2.147414 0.458211 1.526110 -0.120 0.163 -0.055
C -3.172521 0.141496 0.626700 -0.097 0.442 -0.108
C 0.473035 -1.869101 0.385675 -0.144 -0.064 0.117
H 1.741810 2.348355 1.745564 -0.073 0.048 0.111
H 1.470725 0.621520 1.483631 -0.149 0.012 0.108
H 1.278763 1.756057 0.142388 -0.083 0.038 -0.056
H 3.747702 2.317003 0.364025 0.034 -0.118 -0.037
H 3.869042 1.030588 1.591895 0.058 0.199 -0.089
H 4.689614 1.535102 -1.652962 -0.096 -0.108 0.022
H 4.639280 -0.216457 -1.962085 0.130 0.221 -0.107
H 6.853108 0.387713 -1.068499 0.121 0.010 -0.017
H 5.977356 -0.632713 0.080934 0.115 -0.077 0.058
H 6.117323 1.109076 0.366916 0.072 0.054 0.085
H 1.709242 -0.248050 -2.301363 0.032 0.107 -0.144
H -0.667612 -0.488962 -3.018528 -0.019 0.038 -0.087
H -2.277827 -1.618281 -1.564363 -0.045 -0.010 -0.045
H -1.343089 -3.305969 1.502679 -0.205 0.078 -0.058
H -5.142975 -2.408492 -0.516713 -0.040 -0.072 -0.009
H -5.224431 1.650604 -1.483196 0.003 -0.209 0.044
H -3.765110 3.278549 -0.555791 -0.044 0.094 -0.064
H -1.924602 3.784010 1.002020 0.016 0.100 -0.007
H -0.919730 1.985694 2.358372 0.090 0.011 0.077
H -1.713683 -0.320850 2.132944 0.077 -0.097 0.050
H 0.828164 -2.256114 1.328828 -0.051 -0.032 0.196
```
Forces are in eV/Å.

Output
E_tot	-1638.18250	a.u.
LUMO energy	-0.3	eV
total charge	0
orbital gap	8.479	eV
energy above the lowest of the compared OMol25 structures with the same formula, charge and spin	1.500	eV

These are the natural (NBO) partial charges, in e, on atoms 1 to 5: -0.621, -0.227, -0.689, -0.215, -0.631